No. 1
Formula: C12H30F6N2O4PTi
Source: the OMol25 dataset
Level of theory: ωB97M-V/def2-TZVPD

As for the largest force on an atom: 0.1007 Eh/bohr. The expectation value of S² is 3.75. Its LUMO energy (spin up / spin down) is -0.00117 / -0.00272 Eh. As for the net charge: 0. Its multiplicity is 4. The calculation puts the HOMO energy (spin up / spin down) at -4.80 / -9.61 eV.

Last column: Löwdin spin population.
CARTESIAN COORDINATES (ANGSTROEM)
Ti 0.7577 -0.0151 0.0174  2.574
P -0.2480 3.6932 1.4041  0.001
F -0.3766 3.4698 3.0210  0.000
F 1.2400 4.2833 1.5276  0.000
F 0.3512 2.1960 1.1588  0.036
F -0.3277 4.1200 -0.2529  0.000
F -1.8653 3.2327 1.3646  0.000
F -0.8178 5.2479 1.4870  0.000
C -1.9623 0.8136 -2.7005  0.003
O -0.8212 1.1260 -1.9179  0.026
C 0.0087 1.9212 -2.6831  0.003
C 1.5090 1.8905 -2.1854  0.020
N 1.9703 0.5503 -2.0175  0.029
C 3.3061 0.4238 -1.5527  0.017
C 3.5318 -0.8237 -0.6591  0.011
O 2.9454 -0.6572 0.6260  0.051
C 3.7024 -1.3144 1.6132  0.007
H -2.4659 1.7002 -3.0859  0.000
H -2.6690 0.2177 -2.1229  0.001
H -1.7108 0.1364 -3.5167  0.000
H -0.3737 2.9171 -2.9070  0.000
H 0.0673 1.5344 -3.7004  0.001
H 1.5932 2.5006 -1.2860  0.006
H 2.1428 2.4035 -2.9088  0.004
H 1.8840 0.2075 -2.9636  0.003
H 3.6647 1.2677 -0.9634  0.003
H 4.0186 0.2035 -2.3476  0.003
H 4.6074 -0.9905 -0.6013  0.002
H 3.1428 -1.6268 -1.2850  0.001
H 3.2866 -2.3128 1.7491  0.001
H 3.5886 -0.8004 2.5676  0.001
H 4.7804 -1.3591 1.4584  0.000
C -4.5492 -0.5109 1.6484  0.000
O -3.8157 -1.4568 2.3843  0.001
C -2.6815 -0.7945 3.1186  0.004
C -1.5922 -0.1266 2.1776  0.015
N -0.4818 -0.9773 1.7189  0.051
C -1.0792 -2.0441 0.8548  0.037
C 0.0760 -2.9177 0.3507  0.014
O 0.7902 -2.4551 -0.7959  0.025
C 0.2727 -2.6383 -2.0475  0.012
H -5.1090 -1.1100 0.9302  0.000
H -3.8815 0.2134 1.1819  0.000
H -5.2010 -0.1438 2.4411  0.000
H -2.1461 -1.4309 3.8231  0.001
H -3.1076 0.0746 3.6198  0.000
H -1.1756 0.7492 2.6751  0.001
H -2.1588 0.4361 1.4357  0.004
H -0.2000 -1.4340 2.5746  0.006
H -1.6405 -1.7426 -0.0296  0.010
H -1.7156 -2.6995 1.4495  0.005
H -0.0891 -3.9935 0.2912  0.001
H 0.8081 -3.0825 1.1412  0.002
H -0.6665 -2.1101 -2.2122  0.004
H -0.0843 -3.6486 -2.2472  0.001
H 0.9677 -2.3132 -2.8217  0.001


No. 2
Formula: C5H17NO2
Source: the OMol25 dataset
Level of theory: ωB97M-V/def2-TZVPD

As for the largest force on an atom: 0.0386 Eh/bohr. The expectation value of S² is 0.75. Its LUMO energy (spin up / spin down) is 0.13715 / 0.12979 Eh. As for the net charge: -1. Its multiplicity is 2. The calculation puts the HOMO energy (spin up / spin down) at 1.05 / -5.53 eV. The calculation puts the relative energy (zero: lowest compared OMol25 entry of this formula, charge and spin) at 120.7 kJ/mol.

Last column: Löwdin spin population.
CARTESIAN COORDINATES (ANGSTROEM)
C 1.8462 0.3154 -0.1623  0.026
N 0.5025 0.3691 0.4070  0.009
C 0.1826 -0.7830 1.2757  0.117
C 0.6554 -2.1311 0.8310  0.210
C 0.3617 1.6284 1.1538  0.035
C 2.0477 1.2574 -1.3509  0.029
H 2.0339 -0.6978 -0.4853  0.008
H 2.6613 0.4284 0.5819  0.009
H -0.9151 -0.7588 1.3298  0.054
H 0.3545 -0.4942 2.3171  0.022
H 1.7433 -2.2663 0.9095  0.026
H 0.1512 -2.9157 1.4015  0.070
H 0.4724 -2.2807 -0.2389  0.031
H 0.3490 1.4846 2.2339  0.007
H -0.6272 2.0764 0.9448  0.008
H 1.1031 2.3469 0.8255  0.002
H 1.0876 1.4684 -1.8161  0.006
H 2.6380 2.1449 -1.1266  0.002
H 2.5762 0.6936 -2.1354  0.005
H -1.4656 -2.0243 -0.7462  0.029
H -2.9497 -1.6621 -0.4509  0.071
O -2.3432 -1.9206 -1.1638  0.134
H -2.6636 0.8379 -1.5641  0.020
H -1.7063 0.8334 -0.4310  0.012
O -2.4467 1.3608 -0.7719  0.059


No. 3
Formula: C6H10N
Source: the OMol25 dataset
Level of theory: ωB97M-V/def2-TZVPD

As for the largest force on an atom: 0.1813 Eh/bohr. Its LUMO energy (spin up / spin down) is -0.17529 / -0.17117 Eh. As for the net charge: +1. Its multiplicity is 1. The calculation puts the HOMO energy (spin up / spin down) at -12.53 / -13.02 eV. The calculation puts the relative energy (zero: lowest compared OMol25 entry of this formula, charge and spin) at 405.4 kJ/mol.

Last column: Löwdin charge in e.
CARTESIAN COORDINATES (ANGSTROEM)
C 2.9115 0.3937 -0.2490  0.067
C 2.1316 -0.6097 -0.0016  -0.186
C 0.7878 -0.4454 0.2662  -0.063
C -0.6488 -1.3743 0.1862  0.106
N -1.3330 -0.1311 0.5453  -0.176
C -2.3495 0.2361 -0.6140  0.048
C -0.1289 0.6676 0.7262  -0.125
H 4.0019 0.1825 -0.4431  0.112
H 2.5951 1.4197 0.0184  0.093
H 2.5413 -1.5897 -0.3762  0.149
H -0.9636 -2.3189 -0.3824  0.136
H -1.9191 -0.0678 1.3945  0.188
H -3.4206 0.3242 -0.2932  0.113
H -1.9939 1.1929 -1.0732  0.105
H -2.2889 -0.5606 -1.3912  0.099
H 0.0546 1.1477 1.7334  0.163
H 0.0224 1.5331 -0.0463  0.172